# 1
# ClH2NOS2

2 unconnected molecules or ions with the total composition ClH2NOS2 (the ωB97M-V functional and the def2-TZVPD basis, OMol25).

Output
Gap between HOMO and LUMO in eV: 8.8
Calculated total energy in eV: -37761.23279
Energy above the lowest of the compared OMol25 structures with the same formula, charge and spin in kJ/mol: 53.02
F_max in eV/Å: 2.1

XYZ file:
```
7
Properties=species:S:1:pos:R:3:forces:R:3:mulliken_charge:R:1
N 1.567665 -0.557626 2.465201 0.0 0.5 -1.3 -0.419
O 2.101050 0.119117 0.230008 0.4 0.8 -0.9 -0.404
S -1.831817 0.675167 -1.810389 -0.4 -0.5 -0.5 -0.055
S 1.428866 0.550017 1.421733 0.0 -1.8 0.9 0.551
Cl -3.149821 -0.634670 -2.695834 -0.2 0.2 0.4 -0.145
H -0.999835 0.349977 -2.793737 0.7 0.4 0.1 0.198
H 0.883892 -0.501982 3.183017 -0.5 0.5 1.2 0.275
```
Forces are in eV/Å.



# 2
# C3HNO5

A gas-phase ion, C3HNO5 (charge -2) (the ωB97M-V functional and the def2-TZVPD basis, OMol25).

Output
Gap between HOMO and LUMO in eV: 7.7
Calculated total energy in eV: -14852.34362
Energy above the lowest of the compared OMol25 structures with the same formula, charge and spin in kJ/mol: 17.22
F_max in eV/Å: 3.5
Total charge: -2

XYZ file:
```
10
Properties=species:S:1:pos:R:3:forces:R:3:mulliken_charge:R:1
O 1.154464 -0.788630 -2.516807 0.1 -0.1 -0.3 -0.743
C 0.415609 -0.315155 -1.629402 0.7 -0.5 -0.6 0.496
O -0.558269 0.448281 -1.774389 -0.5 0.4 0.3 -0.771
C 0.833057 -0.722934 -0.208126 -1.1 3.3 0.8 1.087
C 1.391273 -2.106864 0.082793 -0.8 -0.5 0.8 0.183
O 0.449439 -2.951073 0.123043 0.6 0.2 -0.3 -0.737
O 2.592605 -2.253844 0.329840 0.5 -0.1 -0.1 -0.717
N 0.074959 -0.103829 0.841719 0.1 -0.1 1.3 -0.694
O 1.314444 0.567480 0.487113 0.5 -1.8 -0.7 -0.456
H -0.634444 0.579792 0.564474 0.0 -0.8 -1.1 0.352
```
Forces are in eV/Å.



# 3
# C2H3BrClNO

A molecular structure, C2H3BrClNO (the ωB97M-V functional and the def2-TZVPD basis, OMol25).

Output
Gap between HOMO and LUMO in eV: 9.0
Calculated total energy in eV: -88221.51415
Energy above the lowest of the compared OMol25 structures with the same formula, charge and spin in kJ/mol: 344.59
F_max in eV/Å: 6.2

XYZ file:
```
9
Properties=species:S:1:pos:R:3:forces:R:3:mulliken_charge:R:1
C -0.646276 -0.288541 -1.468179 0.6 -2.1 -5.9 0.846
C -0.829621 0.352502 -0.196625 2.1 3.1 -1.2 -0.981
N -1.462445 -2.013594 -1.274515 1.6 2.5 -1.0 -0.340
O -0.168349 -0.097758 -2.577294 -1.9 -0.6 5.0 -0.433
Cl -1.964434 -2.312186 -2.903297 -0.2 -0.3 0.3 -0.065
Br -2.913072 -1.849912 -0.095973 -0.6 -0.3 -0.1 -0.020
H 0.073273 1.115614 -0.077243 -1.9 -1.8 0.3 0.305
H -0.928469 -0.509585 0.394791 0.1 -0.1 2.1 0.383
H -1.756296 0.941341 -0.305717 0.2 -0.3 0.5 0.305
```
Forces are in eV/Å.



# 4
# C48H120B5F20N6O6

11 unconnected molecules or ions with the total composition C48H120B5F20N6O6 (the ωB97M-V functional and the def2-TZVPD basis, OMol25).

Output
Gap between HOMO and LUMO in eV: 9.9
Calculated total energy in eV: -130700.03876
F_max in eV/Å: 3.0
Total charge: +1

XYZ file:
```
205
Properties=species:S:1:pos:R:3:forces:R:3:mulliken_charge:R:1
C 9.594035 -30.045337 -19.502297 1.9 1.1 -0.4 -1.276
C 9.667158 -28.848977 -18.483811 1.1 -1.8 -0.4 -0.460
N 10.831414 -27.857586 -18.735297 -1.2 -0.2 1.3 1.346
C 12.096141 -28.569133 -18.995756 -0.5 -1.7 -0.5 -0.683
C 10.385860 -27.031821 -19.861567 -2.1 0.9 -1.6 -0.666
C 11.236885 -25.908900 -20.394606 1.6 -0.5 -0.1 -1.129
C 11.025568 -26.994718 -17.540597 0.0 0.5 1.3 0.093
C 9.813577 -26.405107 -16.840758 0.7 0.6 -0.5 -0.923
O 9.055596 -25.549630 -17.661780 -0.8 -0.7 -0.1 -0.496
C 9.528920 -24.251731 -17.784605 0.3 1.6 0.2 0.154
H 8.761227 -30.674623 -19.264861 -0.5 -0.2 0.1 0.423
H 10.518806 -30.658953 -19.541421 -0.6 0.2 0.6 0.322
H 9.543149 -29.688221 -20.545121 -0.5 -0.1 0.5 0.345
H 9.761570 -29.252193 -17.459987 0.2 0.3 -0.4 0.387
H 8.751110 -28.314689 -18.568987 -0.5 0.7 0.1 0.317
H 12.956376 -27.914560 -18.994797 -0.1 0.2 0.4 -0.111
H 11.961220 -28.900852 -20.036575 0.5 -0.4 0.4 0.451
H 12.149055 -29.448434 -18.274262 0.2 1.3 -1.0 0.327
H 9.431482 -26.561363 -19.556869 0.5 -0.4 0.1 0.346
H 10.087821 -27.734536 -20.646623 0.4 0.2 -0.1 0.590
H 11.505120 -25.216133 -19.616502 0.2 0.2 0.4 0.058
H 10.726067 -25.305946 -21.127261 -0.6 -0.1 -0.3 0.628
H 12.185122 -26.244675 -20.847525 -0.4 0.0 0.2 0.282
H 11.685615 -26.195409 -17.815354 0.5 0.1 -0.3 -0.924
H 11.521746 -27.543799 -16.750301 0.4 -0.4 -0.1 0.705
H 10.188110 -25.841591 -15.985281 0.2 -0.1 0.2 0.142
H 9.216720 -27.204168 -16.463690 -0.9 -0.4 0.2 0.616
H 9.501045 -23.661029 -16.869901 -0.4 -0.2 0.7 0.360
H 8.860073 -23.711118 -18.475191 0.6 -0.4 -0.2 -0.177
H 10.603047 -24.142406 -18.032845 -0.4 -0.4 -0.6 -0.170
C 9.042876 -18.812802 -18.527874 0.6 0.4 1.3 -1.196
C 8.017250 -18.766806 -17.382789 -1.2 1.5 -1.2 0.273
N 6.788119 -19.628634 -17.588337 1.6 -1.8 1.3 0.455
C 6.003196 -19.243338 -18.731962 -0.5 0.7 -0.7 -1.040
C 7.247729 -21.104311 -17.840830 -1.8 0.5 -0.7 0.325
C 6.037843 -22.029256 -18.149590 1.5 -0.5 -0.1 -1.448
C 5.961069 -19.488293 -16.273351 0.8 -0.2 -1.3 -0.693
C 6.659546 -19.760712 -14.924549 0.4 0.0 -0.8 -0.640
O 7.080686 -21.116649 -14.860314 -1.9 1.4 -1.8 -0.170
C 7.647683 -21.553445 -13.690725 0.2 -1.0 0.6 -0.785
H 9.620564 -17.886203 -18.581243 -0.3 0.3 0.4 0.454
H 8.625316 -18.897836 -19.507175 -0.4 -0.5 -0.5 0.455
H 9.841155 -19.533677 -18.356531 -0.5 -0.4 -0.1 0.050
H 7.506242 -17.760814 -17.360568 0.9 -0.6 0.2 0.346
H 8.343274 -19.002254 -16.382695 0.7 0.0 -0.3 -0.157
H 6.491203 -19.595286 -19.652632 -0.2 0.3 0.3 0.329
H 5.858637 -18.165425 -18.715763 0.2 0.1 -0.2 0.351
H 5.027405 -19.685948 -18.622887 -0.3 -0.2 -0.2 0.463
H 7.805414 -21.317158 -16.964481 0.5 -0.7 0.6 0.200
H 7.826286 -21.139578 -18.767321 0.3 0.6 0.4 -0.016
H 5.338858 -22.163068 -17.333529 -0.3 0.2 0.0 0.347
H 6.471997 -23.027887 -18.338258 -0.1 0.3 0.3 0.313
H 5.599956 -21.786518 -19.124809 -0.2 0.2 0.5 0.387
H 5.136636 -20.169807 -16.460063 -0.2 0.0 0.4 0.420
H 5.613910 -18.447356 -16.329645 0.0 -0.3 0.3 0.402
H 5.845659 -19.537457 -14.245559 -0.2 -0.1 0.7 0.565
H 7.525164 -19.097135 -14.707199 -0.9 -0.3 -0.2 0.405
H 8.653677 -21.176544 -13.653516 0.5 0.2 0.8 0.159
H 7.651439 -22.616924 -13.856677 0.5 -0.6 0.3 0.313
H 7.037864 -21.431354 -12.783114 0.1 0.6 -0.1 0.305
C 18.968986 -18.312050 -14.882132 -1.1 0.7 0.4 -1.464
C 19.078823 -18.699661 -13.416152 1.3 -0.5 -0.6 0.651
N 18.801812 -17.598157 -12.385835 -0.9 -0.7 -0.9 0.515
C 19.907536 -16.596083 -12.435395 0.4 -1.0 -0.4 -0.975
C 17.502989 -16.914007 -12.827014 0.1 2.5 1.5 -0.673
C 16.229165 -17.727125 -12.692546 1.0 -0.7 -0.4 -0.796
C 18.628666 -18.227427 -11.016038 0.3 -0.2 0.3 -0.089
C 19.657129 -19.254664 -10.621907 1.7 -0.6 -0.5 -0.551
O 20.931215 -18.580378 -10.477288 -0.2 -0.6 0.8 -0.338
C 21.976867 -19.383287 -9.850426 -0.1 1.9 -1.2 -0.833
H 17.928746 -18.060984 -15.144275 0.3 -0.6 -0.3 0.342
H 19.393349 -19.120876 -15.475905 -0.3 0.0 0.0 0.463
H 19.524165 -17.415585 -15.106477 0.4 0.3 -0.1 0.263
H 20.127247 -18.970895 -13.336182 0.2 0.1 0.7 0.449
H 18.545159 -19.637836 -13.256870 -0.4 0.6 0.5 -0.538
H 19.706088 -15.807524 -11.734945 -0.1 0.3 0.2 0.351
H 19.949108 -16.243405 -13.461155 0.0 0.3 0.1 0.426
H 20.840544 -17.123119 -12.203247 -0.3 0.3 0.1 0.344
H 17.682056 -16.466650 -13.838381 -0.3 -0.9 0.8 0.475
H 17.384751 -15.990853 -12.199535 0.5 -0.8 -0.2 0.447
H 15.429209 -17.103991 -13.032499 -0.5 0.2 -0.6 0.513
H 15.902409 -18.058365 -11.681601 0.8 0.1 -0.7 0.285
H 16.446090 -18.555788 -13.374755 -1.1 -0.4 0.3 -0.010
H 17.698165 -18.784262 -11.050850 -0.2 0.3 0.1 -0.081
H 18.664262 -17.449223 -10.228576 -0.4 -0.1 -0.7 0.318
H 19.835717 -20.057747 -11.372513 -0.7 0.4 0.4 0.204
H 19.293201 -19.760103 -9.695285 0.4 0.5 -0.4 0.554
H 22.389832 -20.104933 -10.555551 0.2 0.1 0.0 0.295
H 21.584815 -19.891961 -9.023489 -0.7 -0.9 1.3 0.366
H 22.719510 -18.643787 -9.474144 -0.3 -0.7 -0.5 0.245
C 14.473125 -20.485783 -8.597111 1.2 -0.3 1.0 -1.287
C 13.455503 -21.482481 -9.022230 0.0 0.5 -0.8 -0.197
N 13.062765 -21.458881 -10.511016 -0.6 0.9 0.4 0.893
C 13.000618 -20.017597 -10.993625 -0.5 -1.2 -0.6 -0.561
C 14.074864 -22.249730 -11.307525 -0.8 -1.8 0.3 -1.644
C 13.808934 -22.475022 -12.823975 -1.0 -0.1 1.5 1.042
C 11.635362 -21.932735 -10.631020 0.0 -1.9 -0.9 -0.818
C 11.409396 -23.492000 -10.551868 0.1 1.4 0.2 0.234
O 11.778104 -23.933874 -9.247939 0.0 0.6 -0.8 -0.424
C 11.947866 -25.340691 -9.137583 0.1 0.5 -1.7 -0.525
H 14.920922 -20.878002 -7.664405 -0.3 0.2 -0.2 0.433
H 14.063941 -19.526555 -8.347427 -0.1 0.6 -0.2 0.355
H 15.323314 -20.413734 -9.250324 0.4 0.2 -0.6 0.120
H 12.595537 -21.269290 -8.418407 -0.8 -0.4 -0.1 0.483
H 13.835228 -22.450044 -8.810971 -0.1 -1.0 0.0 0.360
H 12.693521 -20.004967 -12.056322 0.3 -0.2 0.5 0.115
H 13.993296 -19.653385 -10.854640 0.4 0.8 0.0 0.078
H 12.213136 -19.509142 -10.435057 0.4 0.1 0.2 0.474
H 14.168695 -23.195246 -10.736254 -0.3 0.2 -0.6 0.170
H 15.036312 -21.822121 -11.176718 0.6 0.9 0.2 0.476
H 13.886668 -23.551817 -13.051754 0.4 0.7 -0.1 -0.793
H 14.493738 -21.803213 -13.280090 0.7 0.1 -1.1 0.227
H 12.800279 -22.189097 -13.135102 0.0 0.0 0.1 0.222
H 11.311681 -21.699232 -11.639917 0.0 0.3 -0.2 0.200
H 11.078775 -21.305572 -9.943793 -0.3 -0.4 0.3 0.761
H 12.036535 -23.955478 -11.353377 -0.6 0.1 0.6 -0.492
H 10.308390 -23.642446 -10.802316 1.2 -0.1 0.4 0.508
H 12.266537 -25.462674 -8.125643 -0.2 -0.7 0.6 0.268
H 12.735812 -25.706484 -9.835403 -0.3 0.2 0.4 0.092
H 11.011937 -25.795964 -9.481176 0.1 -0.5 0.7 0.325
C 16.684504 -24.348784 -15.214992 1.0 -0.1 -0.2 -1.407
C 16.286323 -25.795706 -15.404867 -0.9 0.8 2.4 0.092
N 16.702372 -26.767068 -14.314194 1.1 -0.4 0.9 0.152
C 16.213677 -26.234039 -12.978185 0.6 -0.2 0.2 -1.004
C 16.115670 -28.140731 -14.571322 -0.8 -0.6 0.1 -0.270
C 14.601575 -28.256203 -14.439586 -0.4 0.0 -0.5 -1.009
C 18.239461 -26.880242 -14.270084 -0.7 -0.6 -0.7 -0.863
C 18.862232 -27.304706 -15.603102 -0.3 1.2 -1.0 -0.517
O 19.590045 -26.185050 -16.200133 -1.2 -0.1 1.7 -0.220
C 20.444810 -26.497460 -17.262343 -1.2 -1.6 -0.8 -0.772
H 17.765947 -24.368830 -15.123023 0.3 0.5 0.6 0.715
H 16.206680 -23.722815 -14.483681 -0.1 -0.2 0.7 -0.143
H 16.597164 -23.809141 -16.147668 -0.5 -0.2 -0.6 -0.066
H 16.788598 -26.074990 -16.249371 0.6 -1.2 -2.3 1.080
H 15.232143 -25.950268 -15.413250 -0.7 0.1 -0.7 -0.145
H 16.986012 -25.512709 -12.617447 -1.1 -0.1 -0.4 0.393
H 16.189377 -27.040102 -12.210566 -0.1 0.3 -0.8 0.297
H 15.192519 -25.843109 -13.164893 0.8 0.0 0.5 0.371
H 16.549052 -28.868296 -13.847919 0.2 0.8 -0.5 0.484
H 16.321769 -28.428456 -15.601805 0.5 0.1 0.1 0.312
H 14.031987 -27.782722 -15.260891 0.5 -0.3 0.4 0.029
H 14.206184 -27.858228 -13.531008 -0.1 0.5 0.7 0.085
H 14.331811 -29.319396 -14.363104 0.2 0.2 -0.4 0.545
H 18.540141 -27.633866 -13.539369 -0.5 0.4 0.3 0.570
H 18.536397 -25.895809 -14.004560 0.7 0.6 0.4 0.588
H 18.010138 -27.571870 -16.263056 0.8 -0.3 -0.1 0.177
H 19.506320 -28.170115 -15.427617 0.1 0.1 -0.3 0.510
H 19.839676 -26.869326 -18.127275 0.4 0.3 0.3 0.279
H 21.043832 -27.352457 -16.933462 0.7 0.3 -0.3 0.324
H 20.982197 -25.616906 -17.604193 0.2 -0.1 0.4 0.241
C 13.780409 -23.090638 -20.926315 1.4 1.7 0.1 -0.989
C 14.207704 -21.879785 -20.078016 -0.6 -0.2 1.1 -0.451
N 13.526282 -21.818241 -18.646687 0.4 -0.9 -1.2 0.761
C 12.041086 -21.709945 -18.765548 -0.5 -0.3 0.0 0.188
C 13.909438 -23.157741 -17.937568 -0.6 2.5 0.5 0.139
C 13.564633 -23.079136 -16.467511 -0.2 0.6 0.5 -0.220
C 13.962473 -20.566825 -17.956905 -0.3 0.2 0.6 -0.440
C 15.338825 -20.570760 -17.379527 0.8 1.1 -1.0 0.364
O 16.238528 -20.419829 -18.480106 -0.1 0.0 0.8 -0.447
C 17.561665 -20.599834 -18.031683 0.3 0.3 -1.8 -0.582
H 14.244270 -22.831777 -21.903704 -0.7 -0.5 0.3 0.493
H 12.707665 -23.162020 -20.977725 -0.3 -0.1 -0.3 0.092
H 14.251961 -23.971680 -20.559710 0.1 -0.9 0.2 0.173
H 13.894333 -20.988303 -20.579152 -0.4 0.7 -0.2 0.498
H 15.285396 -21.748325 -19.881878 -0.6 -0.6 -0.2 0.493
H 11.609619 -21.787905 -17.781974 0.1 0.0 0.6 -0.515
H 11.610048 -22.566617 -19.317422 0.4 0.9 -0.3 -0.452
H 11.735172 -20.708034 -19.117015 0.3 -0.8 -0.5 0.682
H 14.991257 -23.240632 -18.065380 -0.4 -0.4 -0.2 0.411
H 13.320905 -23.900136 -18.444265 0.2 -0.5 -0.3 -0.170
H 13.934868 -23.991835 -16.046444 0.1 -0.4 0.5 -0.351
H 12.498097 -22.984792 -16.177125 0.5 -0.1 -0.5 -0.017
H 14.103024 -22.236909 -16.001302 -0.4 -0.5 0.0 0.107
H 13.273595 -20.340662 -17.128005 -0.1 -0.1 -0.5 -0.009
H 13.925536 -19.774960 -18.719272 -0.2 -0.1 0.4 0.650
H 15.622718 -21.452057 -16.838272 0.0 -0.5 0.4 -0.609
H 15.457078 -19.695745 -16.705493 -0.2 -0.4 -0.2 0.512
H 17.830895 -19.851397 -17.285254 0.2 0.0 0.0 0.167
H 18.151193 -20.508418 -18.965487 0.1 0.2 0.8 0.327
H 17.717952 -21.607739 -17.686727 0.1 -0.5 0.6 0.255
B 14.830417 -26.274457 -18.190242 -1.1 -0.1 0.8 -0.356
F 14.054003 -26.330424 -19.376668 0.7 0.0 0.2 -0.279
F 15.779693 -25.279968 -18.233306 0.6 0.3 -0.4 -0.345
F 13.888268 -25.915809 -17.139363 0.4 -0.5 -0.5 0.256
F 15.428443 -27.502676 -17.861093 -0.3 0.1 -0.3 -0.317
B 10.652653 -19.848983 -15.007902 0.9 0.4 0.9 -0.019
F 11.017147 -20.635042 -13.851603 -0.3 0.5 -0.4 -0.204
F 11.651767 -18.837997 -15.187353 -0.4 -1.0 -0.3 -0.420
F 10.521533 -20.743479 -16.076562 0.1 0.4 -0.1 -0.150
F 9.440775 -19.160087 -14.784223 0.4 -0.3 0.2 -0.324
B 17.440693 -21.776454 -12.311228 0.1 0.0 0.4 0.029
F 16.792036 -22.993153 -12.130767 -0.3 -0.1 -0.3 0.018
F 18.799256 -22.015125 -12.480477 0.5 0.2 0.7 -0.366
F 17.070685 -21.019259 -13.410330 -1.0 0.1 -1.3 -0.436
F 17.067039 -20.938037 -11.204941 0.6 -0.1 0.4 -0.513
B 11.888118 -25.925890 -13.550727 0.4 0.1 -0.5 -0.076
F 13.074839 -25.538235 -12.870348 1.2 -0.4 -0.3 -0.260
F 12.057301 -26.762935 -14.691998 0.5 -0.1 0.5 -0.061
F 11.128586 -26.532720 -12.615196 -1.2 -1.0 0.9 -0.217
F 11.334519 -24.762620 -14.002797 -0.9 1.4 -0.6 -0.212
B 9.446362 -21.094470 -21.383883 0.9 1.4 -1.7 0.356
F 10.300552 -20.119952 -20.678492 -1.0 -1.0 -0.5 -0.429
F 8.098734 -21.048152 -20.964844 0.4 0.2 0.3 -0.337
F 9.512656 -20.710482 -22.801134 -0.1 -0.8 1.9 -0.335
F 9.968836 -22.370852 -21.156842 0.0 0.0 0.0 -0.187
```
Forces are in eV/Å.